(1)
DFT (wB97M-V/def2-TZVPD) results for the molecule C5H8N2.

## Properties
- Charge: 0
- HOMO energy: -8.25 eV

Geometry (Å):
C -0.55755 1.05959 0.26497
C -0.10406 -0.34279 -0.12803
C 1.41650 -0.26215 -0.27616
C 1.85032 1.17073 -0.00018
N 0.70923 1.78018 0.28983
C -0.82537 -1.54217 0.34076
N -0.83571 -1.16962 -1.07743
H -1.23863 1.51852 -0.46899
H -1.04533 1.09802 1.24859
H 0.69438 2.77143 0.50385
H 1.72040 -0.55558 -1.29040
H 1.94131 -0.93527 0.41530
H -1.74032 -1.40527 0.91783
H -0.25816 -2.43801 0.58386
H -1.72700 -0.74762 -1.32380


(2)
DFT (wB97M-V/def2-TZVPD) results for a structure of composition C18H27N3O4 at a distorted geometry.

## Properties
- Charge: 0
- HOMO energy: -8.23 eV

Geometry (Å):
C -4.88458 -1.68106 -3.20395
C -5.53336 -1.35714 -1.80284
H -6.42946 -0.70092 -1.92326
H -5.72134 -2.25268 -1.30032
O -4.38618 -0.52664 -0.91331
C -4.51490 -0.58243 0.33062
O -5.46696 -1.03341 0.94618
C -3.38259 0.18238 0.88264
C -3.77261 1.03815 2.05681
C -2.61887 1.42142 2.93659
H -2.85094 1.92014 3.57094
H -1.89260 2.15153 2.13479
C -1.76011 0.35051 3.48202
N -1.36770 -0.63499 2.09087
C -0.21035 -0.15466 1.45297
C 0.03507 -0.46793 0.16063
C 1.19420 -0.15005 -0.35928
O 1.40917 -0.23886 -1.67461
N 2.16173 0.20377 0.21367
C 2.21434 0.13670 1.65138
O 3.12171 0.59943 2.41434
N 1.03950 -0.11700 2.12034
H 0.88294 -0.04642 3.10526
C 3.70027 0.24211 -0.27026
C 4.09484 -0.61756 -1.19932
C 5.47959 -0.55709 -1.48182
C 5.60551 0.71124 -2.19708
C 4.99938 1.88731 -1.80436
C 3.72853 1.54535 -1.11658
H 2.95985 1.38658 -1.96241
H 3.22388 2.52923 -0.73594
H 5.08204 2.89412 -2.31141
H 5.66303 2.08653 -0.81853
H 5.01662 0.53096 -3.14361
H 6.66093 0.87503 -2.64919
H 5.88382 -1.51025 -2.18930
H 6.16474 -0.22093 -0.64299
H 3.53405 -1.28882 -1.80667
H 4.13963 -1.70336 -0.35804
H 4.37806 0.50538 0.49561
H -0.91959 -0.72744 -0.43668
C -2.33587 -1.31119 1.41886
H -2.07038 -1.74208 0.68569
H -3.02099 -1.66524 2.30481
H -0.78125 0.61922 3.79553
H -2.47764 -0.43744 4.05809
H -4.43447 1.77898 1.86676
H -4.58343 0.34301 2.91789
H -2.86922 0.72154 0.08760
H -4.42676 -0.69954 -3.75872
H -4.01254 -2.20771 -3.23883
H -5.64877 -2.02776 -3.88158


(3)
DFT (wB97M-V/def2-TZVPD) results for a cluster of 18 separate species, C39H104O20 in total at a distorted geometry.

## Properties
- Charge: 0
- HOMO energy: -9.29 eV

Geometry (Å):
C 14.85689 22.56703 9.61647
C 13.94724 22.38803 10.77489
C 12.55232 22.19784 10.12206
O 12.82452 21.63834 8.83645
C 14.22630 21.63591 8.64262
H 15.91403 22.46598 9.86214
H 14.88279 23.62000 9.33598
H 13.98898 23.28644 11.39070
H 14.21548 21.57717 11.45213
H 11.99648 23.12408 9.97638
H 11.90249 21.62137 10.78046
H 14.45275 21.97167 7.63065
H 14.59816 20.62491 8.80906
C 11.93870 24.29488 19.23790
C 11.92857 22.91259 18.53678
C 13.38007 22.58198 18.42333
O 13.97356 23.17653 19.58167
C 13.02432 23.93817 20.27969
H 10.99380 24.64329 19.65488
H 12.24601 25.05031 18.51472
H 11.41212 22.98451 17.57959
H 11.48042 22.11043 19.12313
H 13.76722 23.08988 17.54001
H 13.50563 21.50120 18.35822
H 13.46625 24.86258 20.65151
H 12.59794 23.35075 21.09285
C 10.25660 13.12535 18.63626
C 10.62747 14.56948 19.01809
C 10.33651 15.37440 17.81425
O 9.81912 14.49791 16.85364
C 10.24826 13.19662 17.10960
H 9.24337 12.88477 18.95811
H 10.98134 12.41759 19.03867
H 11.69804 14.67691 19.19258
H 10.24921 14.90661 19.98316
H 11.25017 15.81909 17.41984
H 9.74358 16.26160 18.03651
H 11.21164 12.96408 16.65579
H 9.61672 12.48520 16.57750
C 19.49776 19.73802 15.91301
C 20.35607 19.55810 17.14183
C 20.78487 18.15043 17.03892
O 20.95191 17.97913 15.59085
C 20.32071 19.05979 14.82430
H 19.42812 20.80482 15.70041
H 18.52398 19.24855 15.92939
H 20.00218 19.76909 18.15096
H 21.23160 20.20078 17.04966
H 19.95706 17.50923 17.34172
H 21.67869 18.06954 17.65750
H 19.69391 18.70039 14.00818
H 21.17415 19.61039 14.42860
C 14.69065 16.11041 22.31076
C 15.74787 15.05915 22.27236
C 16.64747 15.42040 21.12039
O 15.79819 16.11650 20.23302
C 14.74681 16.80290 20.93263
H 14.73548 16.87647 23.08487
H 13.68972 15.68908 22.40414
H 15.27399 14.09150 22.10742
H 16.31440 15.10226 23.20257
H 17.12053 14.55808 20.65058
H 17.45061 16.01480 21.55600
H 13.76795 16.77229 20.45410
H 15.09142 17.83522 20.99308
C 14.11281 21.63297 14.88510
O 15.21555 20.98683 15.55455
H 14.07145 21.41017 13.81891
H 13.14177 21.33749 15.28245
H 14.13104 22.69955 15.10912
H 15.09902 20.03446 15.52259
C 17.31610 23.47942 16.33062
O 17.25020 22.84346 15.04738
H 17.90955 22.88292 17.02352
H 17.79235 24.45939 16.30015
H 16.33996 23.58756 16.80343
H 16.63637 22.11106 15.13902
C 19.90305 15.86251 13.03485
O 18.96267 15.28597 12.10706
H 19.37696 15.83822 13.98917
H 20.79463 15.23548 13.03718
H 20.17633 16.86664 12.71059
H 19.20404 15.44486 11.19159
C 16.88592 13.68427 14.68820
O 18.27425 13.57503 14.44058
H 16.34802 13.13179 13.91780
H 16.64205 13.23264 15.64979
H 16.57295 14.72538 14.76726
H 18.50813 14.11110 13.67932
C 19.00388 14.78378 18.20058
O 19.35349 14.06456 19.33972
H 17.94807 14.68364 17.94891
H 19.21100 15.84877 18.30553
H 19.56574 14.36981 17.36330
H 20.30575 13.94304 19.34546
C 12.52258 18.09100 10.79447
O 13.63284 17.26963 10.93472
H 11.65106 17.46401 10.60623
H 12.31789 18.78616 11.60869
H 12.65496 18.72157 9.91529
H 13.55631 16.75331 11.74043
C 11.84486 18.73535 19.03346
O 11.48020 18.24732 20.26801
H 12.80035 18.26016 18.81134
H 11.13562 18.45167 18.25590
H 12.04821 19.80598 19.05586
H 12.11372 18.54097 20.92682
C 17.23739 17.58889 9.99548
O 16.31370 18.64453 10.05035
H 17.42944 17.23006 8.98431
H 18.21998 17.84476 10.39190
H 16.89067 16.77935 10.63777
H 15.47658 18.23295 10.27716
C 17.48626 20.81141 12.34736
O 18.51323 21.49667 12.99264
H 17.81943 19.83926 11.98401
H 16.70924 20.69529 13.10291
H 17.03843 21.41547 11.55828
H 18.12979 22.23272 13.47515
C 15.89283 17.63745 14.39143
O 15.48107 18.30616 15.59177
H 16.93836 17.33323 14.34221
H 15.26273 16.75966 14.24809
H 15.83116 18.21780 13.47084
H 15.26780 17.66715 16.27572
C 14.58577 15.29923 17.17199
O 14.60835 16.63793 17.65789
H 13.64457 14.84523 17.48201
H 14.64256 15.33763 16.08415
H 15.47919 14.78106 17.52041
H 14.75541 16.61540 18.60629
C 18.29224 19.94650 24.20961
O 18.03116 20.12685 22.84495
C 18.17135 18.96685 22.07040
C 18.05098 19.16487 20.53222
O 16.75208 19.50968 20.14597
C 16.55753 19.85388 18.74175
H 18.14371 20.86670 24.77465
H 19.34287 19.68009 24.32495
H 17.72205 19.10627 24.60583
H 17.44957 18.19025 22.32343
H 19.13843 18.49505 22.24441
H 18.47198 18.33411 19.96592
H 18.65379 20.01662 20.21719
H 15.49686 19.80029 18.49641
H 16.95177 19.07299 18.09145
H 17.00344 20.83582 18.58341
C 12.20613 17.03203 14.67443
O 12.81784 16.39573 13.57984
C 12.59531 14.99718 13.53114
C 13.09146 14.37229 12.26593
O 14.50719 14.38009 12.29886
C 15.14706 14.03622 11.11263
H 12.30603 18.10990 14.54666
H 12.77239 16.90678 15.59735
H 11.15544 16.78213 14.82173
H 11.51518 14.86319 13.58999
H 12.94882 14.51989 14.44510
H 12.79107 14.89515 11.35792
H 12.71729 13.35268 12.17374
H 14.97851 13.01351 10.77538
H 16.21211 14.25982 11.17413
H 14.81203 14.60347 10.24425


(4)
DFT (wB97M-V/def2-TZVPD) results for the molecule H4P4S at a distorted geometry.

## Properties
- SMILES: PP(P)#P=S
- Charge: 0
- HOMO energy: -8.60 eV

Geometry (Å):
P -0.48136 1.30313 -1.18744
P 0.28948 0.17171 0.49805
P -1.58851 -0.97120 0.72068
P 1.51781 -1.28540 -0.52958
S 3.14576 -0.23312 -1.18293
H 0.78992 1.77340 -1.31691
H -1.04829 2.31421 -0.22337
H -1.46145 -0.71452 2.03873
H -1.16336 -2.35820 1.18278


(5)
DFT (wB97M-V/def2-TZVPD) results for the ion C7H9F2N2O with charge +1 at a distorted geometry.

## Properties
- SMILES: C#C[C@@]1(C(F)F)COCC(=[NH2+])N1
- Charge: +1
- HOMO energy: -14.15 eV

Geometry (Å):
C 1.43306 2.89354 -0.76461
C 1.11372 1.73252 -0.53883
C 0.89301 0.22001 0.16220
C 2.21740 -0.51820 0.32876
F 2.68047 -0.73746 -0.88349
F 2.00898 -1.77631 0.83217
C 0.07197 0.45228 1.50373
O -1.24120 0.77767 1.24000
C -1.98104 -0.17494 0.51598
C -1.24574 -0.69665 -0.64344
N -1.99266 -1.39228 -1.48709
N 0.07498 -0.61168 -0.68713
H 1.70172 3.79470 -1.24057
H 2.92322 -0.09178 0.89891
H 0.00851 -0.34519 2.20490
H 0.61917 1.17593 2.12278
H -2.86752 0.29154 0.34332
H -2.42249 -1.05011 1.23507
H -2.99750 -1.45434 -1.35476
H -1.68609 -1.38355 -2.44928
H 0.68801 -1.10572 -1.33860


(6)
DFT (wB97M-V/def2-TZVPD) results for the molecule C4H3ClO at a distorted geometry.

## Properties
- SMILES: C=CC1=C(Cl)O1
- Charge: 0
- HOMO energy (spin up / spin down): -8.11 / -8.11 eV

Geometry (Å):
C -0.21174 0.35568 0.04572
C 0.72765 -0.54805 0.12242
C 2.26026 0.00220 0.64838
C 3.41080 0.15182 0.00996
Cl 4.94918 -0.40322 -0.32306
O 2.82133 1.33021 0.03695
H -1.05128 -0.00054 -0.41955
H -0.02180 1.26381 0.48110
H 0.93301 -1.48864 -0.21155


(7)
DFT (wB97M-V/def2-TZVPD) results for a cluster of 2 separate species, CH7N3O3S in total at a distorted geometry.

## Properties
- Charge: 0
- HOMO energy: -8.60 eV

Geometry (Å):
C -2.02784 0.10007 0.18639
N -1.57334 1.28262 -0.00547
N 1.28216 0.24286 -1.59267
N -1.37613 -0.96056 0.65926
O 1.20190 -1.15652 0.44244
O 1.04879 1.36781 0.53119
O 3.19934 -0.06180 0.29295
S 1.60501 0.10982 -0.07290
H -3.08850 -0.03995 0.02065
H -2.08950 1.95697 -0.60340
H -0.61193 1.45283 0.30322
H 1.43404 -0.64906 -2.02084
H -1.82653 -1.84665 0.74154
H -0.30566 -0.84407 0.69902
H 3.12818 -0.95438 0.41864


(8)
DFT (wB97M-V/def2-TZVPD) results for a structure of composition C42H43ClP2W at a distorted geometry.

## Properties
- Charge: +2
- HOMO energy (spin up / spin down): -12.57 / -13.33 eV
- Multiplicity: 3

Geometry (Å):
W 0.28048 -0.44357 -0.64905
C -1.10726 0.83886 -2.48647
C -1.65843 -0.64479 -2.45612
C -1.06323 -1.62231 -3.54780
C 0.47947 -1.74983 -3.46469
C 1.12951 -1.23832 -2.20149
C 1.32670 0.36925 -2.23687
C 1.12367 1.10849 -3.55876
C -0.37806 1.18837 -3.80997
C 2.40048 0.08208 2.22328
H -2.02935 1.46078 -2.39768
H -2.75706 -0.56783 -2.66861
H -1.38755 -1.31559 -4.55800
H -1.52870 -2.61898 -3.38799
H 0.72911 -2.83331 -3.53607
H 0.95991 -1.17952 -4.28456
H 2.00737 -1.83233 -1.93019
H 2.35226 0.66161 -1.97104
H 1.74238 0.63026 -4.32634
H 1.54417 2.10504 -3.35282
H -0.60349 2.22053 -4.08087
H -0.66471 0.57705 -4.65782
H 2.10172 0.99414 2.74655
H 3.34636 -0.32534 2.59758
H 1.60390 -0.66190 2.35313
P -2.37294 -0.77991 0.28027
P 2.57973 0.41817 0.46231
C -1.48792 -1.30622 -1.13998
C -0.08196 1.26434 -1.46328
C -3.27880 -2.35786 0.41480
C -3.07081 -3.43071 -0.47135
C -3.67189 -4.65767 -0.23278
C -4.55217 -4.80142 0.84510
C -4.80398 -3.71421 1.69342
C -4.17246 -2.49148 1.49516
C -3.32224 0.78008 -0.10380
C -2.77697 2.07064 0.08768
C -3.53139 3.21629 -0.19323
C -4.84183 3.09537 -0.65765
C -5.39771 1.82281 -0.82588
C -4.65213 0.67413 -0.54773
C 4.01775 -0.59623 0.01695
C 3.80511 -1.99069 -0.06573
C 4.87898 -2.86629 0.05367
C 6.17342 -2.36551 0.23296
C 6.40207 -0.97952 0.20203
C 5.33041 -0.09086 0.06409
C 2.98113 2.15095 0.02406
C 2.37581 3.19431 0.75766
C 2.55511 4.52828 0.37914
C 3.28469 4.84853 -0.77220
C 3.82678 3.82000 -1.55474
C 3.67226 2.48402 -1.16188
H -0.96676 -2.29069 -1.08361
H 0.17998 2.28937 -1.30450
H -2.45437 -3.35352 -1.37003
H -3.45049 -5.49179 -0.89180
H -5.04702 -5.75721 1.01336
H -5.49396 -3.81708 2.52904
H -4.35281 -1.62916 2.14076
H -1.76691 2.21053 0.47487
H -3.08761 4.20464 -0.04994
H -5.42881 3.98630 -0.89179
H -6.42397 1.71384 -1.17862
H -5.09081 -0.31785 -0.66377
H 2.79633 -2.40172 -0.17233
H 4.70213 -3.94403 0.03324
H 7.00955 -3.04918 0.40064
H 7.41257 -0.58325 0.30223
H 5.49689 0.98652 0.03768
H 1.77064 2.95049 1.63417
H 2.11324 5.32900 0.98617
H 3.42935 5.89460 -1.06150
H 4.36643 4.05448 -2.47323
H 4.10434 1.70701 -1.79454
Cl 0.29039 2.62118 3.83278
C -0.19684 1.05001 4.35768
C -0.18426 0.82162 5.72625
C -0.60644 -0.42347 6.22595
C -0.99603 -1.43660 5.34179
C -1.00666 -1.21592 3.97305
C -0.64252 0.04700 3.44059
C -0.87373 0.34841 2.02576
H 0.13276 1.61031 6.40141
H -0.61209 -0.58918 7.30654
H -1.31148 -2.40749 5.73955
H -1.31779 -2.00089 3.28385
H -1.96764 0.50063 1.89845
H -0.34327 1.24095 1.65354


Number 1: total energy -8292.0115 eV, molar mass 96.13 g mol⁻¹. Number 2: total energy -31748.5099 eV, molar mass 349.43 g mol⁻¹. Number 3: total energy -83069.0653 eV, molar mass 893.24 g mol⁻¹. Number 4: total energy -48053.4402 eV, molar mass 160.00 g mol⁻¹. Number 5: total energy -17857.4326 eV, molar mass 175.16 g mol⁻¹. Number 6: total energy -18760.3973 eV, molar mass 102.52 g mol⁻¹. Number 7: total energy -22597.1586 eV, molar mass 141.15 g mol⁻¹. Number 8: total energy -77154.6678 eV, molar mass 829.05 g mol⁻¹.